27
Properties=species:S:1:pos:R:3:mulliken_charge:R:1 method="wB97M-V/def2-TZVPD" e_tot_ha=-2035.75522 homo_energy_ev="-4.8 / -7.6" multiplicity=2 max_force_ha_per_bohr=0.0939 relative_energy_kcal_mol=18.0
C 3.4355 0.1364 0.7820 -0.4372
C 3.1462 -1.1490 0.2495 -0.4701
C 2.8283 -1.0090 -1.1353 -0.5011
C 2.9310 0.3855 -1.4612 -0.4873
C 3.2951 1.0880 -0.2778 -0.4401
Yb 1.1828 0.1085 -0.0047 0.7206
P 0.0919 1.3713 2.2917 -0.1872
H 3.6883 0.3680 1.8199 0.4424
H 3.0871 -2.0670 0.8279 0.4285
H 2.3156 -1.7657 -1.7420 0.4202
H 3.4126 2.1643 -0.1775 0.3975
H 2.5623 0.8547 -2.3781 0.4390
H 0.2961 2.8416 2.3085 0.1225
H 0.5102 0.8126 3.6012 0.1224
H -1.3694 1.2037 2.2575 0.1263
N -4.6912 1.6309 -2.6219 -0.5756
C -3.9859 0.9897 -1.9461 -0.0148
C -3.1064 0.1879 -1.1151 -0.1143
C -3.4931 -1.0323 -0.5285 -0.2139
C -2.6294 -1.8175 0.2290 -0.6984
C -1.3346 -1.3499 0.3922 -0.3457
N -1.0362 -0.1502 -0.1493 -0.2688
C -1.8109 0.6311 -0.9031 0.0935
H -4.5121 -1.3577 -0.7000 0.4308
H -2.9049 -2.7839 0.6910 0.3420
H -0.5406 -1.8669 0.9740 0.2860
H -1.3680 1.5750 -1.2839 0.3828